1.
15
Properties=species:S:1:pos:R:3:forces:R:3:lowdin_charge:R:1 method="wB97M-V/def2-TZVPD" e_lumo_ha=0.029 multiplicity=1 total_energy_ha=-287.73039 smiles=C[C@]1(O)C[C@@H]1N homo_energy_ev=-9.075 gap_ev=9.9
O 0.665 -1.282 1.234 1.9817 0.7995 0.2110 -0.007
H -1.944 0.120 -0.347 0.7813 0.4270 2.1362 0.144
C 0.056 0.950 0.241 -0.6407 0.6772 0.6855 -0.387
H 1.280 1.934 -0.944 -2.1117 0.3356 -0.4957 0.107
H 1.024 -1.732 -1.274 -1.4511 0.5409 0.1562 0.091
H 0.444 1.390 1.123 0.5141 0.2884 1.0121 0.123
H 0.007 -0.364 -1.986 -0.4598 -1.6342 1.5683 0.097
N 0.238 1.717 -0.932 0.5499 2.3591 -1.2632 -0.001
H 1.644 -1.047 1.157 -1.8859 -0.6467 0.2637 0.138
H -1.528 0.348 1.621 -0.2165 -0.3622 -1.2756 0.124
C -1.223 0.224 0.555 -1.2897 -0.1863 -0.7909 -0.033
H -0.832 -1.878 -1.069 0.8437 0.3607 -1.0025 0.087
C 0.033 -1.172 -1.146 0.7985 0.0348 -0.1468 -0.034
H -0.410 2.614 -1.051 2.2090 -2.5740 0.7352 0.139
C 0.022 -0.527 0.254 0.3773 -0.4199 -1.7934 -0.588


2.
53
Properties=species:S:1:pos:R:3:forces:R:3:lowdin_charge:R:1 method="wB97M-V/def2-TZVPD" e_lumo_ha=-0.011 multiplicity=1 total_energy_ha=-3929.61329 homo_energy_ev=-7.244 gap_ev=6.9
H 1.693 3.056 -0.412 0.4498 -0.0463 0.1645 0.064
H -0.517 -0.168 -4.298 0.0566 -0.2735 -0.0305 0.061
H -0.613 -0.522 -1.383 1.6890 0.1805 -1.3664 0.057
H 2.116 1.023 -3.462 -0.7327 -0.4407 0.3403 0.079
C -0.049 3.172 1.482 0.3757 0.0552 0.2688 -0.090
H 0.076 4.141 2.000 -0.3125 0.0458 -0.0676 0.085
H 1.053 -0.946 -4.621 -0.0405 0.1314 0.4812 0.065
H 0.635 1.832 3.323 0.3046 -0.0101 0.0946 0.117
N 1.192 2.439 1.481 -0.4889 -1.3458 -1.0769 -0.296
C -6.230 -0.105 1.693 -0.0539 -0.2884 -0.0906 -0.091
C 2.086 0.364 2.779 -0.3675 -0.1589 0.0734 -0.140
C -6.116 -0.776 0.476 0.3108 -0.1381 -0.4244 -0.098
C 2.846 -0.254 1.621 1.5207 -0.6111 0.6424 -0.295
H 2.231 1.209 -1.721 -0.4188 -0.1027 0.1044 0.029
H 2.634 3.845 0.890 0.2489 -0.1279 -0.2640 0.084
H 0.780 1.835 -2.559 0.3570 -0.0303 -0.0562 0.060
H 1.191 -0.249 3.003 0.2725 0.0332 -0.2420 0.078
H 4.644 -0.654 2.799 -0.0861 -0.0144 -0.1223 0.104
C 4.801 -1.498 0.830 0.0874 0.4333 -0.1952 -0.098
H -5.189 0.457 3.482 0.4232 -0.1639 -0.7716 0.124
C -5.085 0.062 2.454 0.4953 0.2518 0.5500 -0.025
H 1.472 -2.652 -1.557 0.4273 0.1377 -0.1984 0.020
P 0.628 -0.540 -2.246 1.5234 0.0139 0.3237 0.932
C -4.864 -1.175 -0.032 0.0127 0.5074 0.2380 -0.078
Br -0.995 -3.867 -0.801 -0.0162 0.0095 -0.3750 -0.304
C 0.182 -0.940 -3.953 -0.8119 -0.4699 0.0048 -0.230
Sr -0.114 -1.956 1.069 0.3689 1.0160 0.9115 1.147
H -0.822 2.581 2.004 0.1947 0.3265 -0.3333 0.084
C 1.517 1.021 -2.527 -0.2068 0.8278 0.4257 -0.210
H -7.008 -0.968 -0.112 0.1049 -0.1145 0.0711 0.096
H 4.677 -2.210 -1.203 -0.0803 0.1163 0.3564 0.104
C 1.550 1.821 2.719 0.3422 0.5120 0.4072 -0.195
H 5.809 -1.902 1.000 -0.5120 0.2117 -0.1507 0.105
O -1.432 -0.475 2.276 -0.9362 0.0097 0.5154 -0.343
H -2.676 -0.880 0.192 -1.0396 -0.3354 0.3696 0.068
C 4.170 -1.660 -0.399 -0.4787 -0.6673 -0.9886 -0.066
C 2.830 -1.232 -0.593 1.5071 -0.0801 0.8142 -0.369
H -7.214 0.238 2.068 0.7255 -0.3431 -0.2755 0.111
H 2.694 0.288 3.689 -0.0464 0.0678 -0.1315 0.108
C -3.806 -0.255 1.937 -0.4905 -0.4392 -0.6567 -0.136
C 4.154 -0.783 1.834 -0.7991 0.4278 0.0872 -0.046
H 2.997 2.119 0.447 -0.3468 0.4437 -0.0292 0.079
C 2.204 2.882 0.549 -0.4189 0.1326 0.6982 -0.096
H 2.590 -1.843 -2.699 -0.2537 0.0194 0.1189 0.104
C -2.566 -0.021 2.763 0.2422 1.3909 0.5644 -0.597
H -0.286 -1.929 -4.008 -0.0995 0.2085 -0.0031 0.056
H 2.286 2.455 3.233 0.1143 0.0758 0.2378 0.114
O -2.724 0.676 3.777 0.9060 -1.1027 -0.8963 0.021
H -4.803 -1.759 -0.948 -0.0563 0.3274 0.0446 0.099
H -0.347 3.379 0.446 -0.1321 -0.0520 0.1970 0.075
C 2.000 -1.703 -1.779 -0.5886 -0.1611 0.1705 -0.292
C -3.692 -0.803 0.645 -0.3919 0.1244 0.4241 -0.046
C 2.226 -0.492 0.411 -2.8542 -0.5210 -0.9537 -0.187


3.
46
Properties=species:S:1:pos:R:3:forces:R:3:lowdin_charge:R:1 method="wB97M-V/def2-TZVPD" e_lumo_ha=0.005 multiplicity=1 total_energy_ha=-2381.35656 smiles="C=CCN(c1ccccc1)S(=O)(=O)c1cc(C(=O)NC2=NCCS2)ccc1Cl" homo_energy_ev=-8.824 gap_ev=9.0
C 1.649 2.727 0.352 -0.5597 0.3462 -0.0038 -0.135
H 4.032 0.939 1.830 -0.1290 0.1647 -0.0795 0.151
N 2.664 0.398 -0.955 0.1704 0.9250 0.1652 0.062
N -1.373 -0.250 0.918 -0.5838 0.9408 0.1482 -0.185
H 0.172 4.992 -1.690 -0.0272 0.0768 -0.0664 0.111
C 0.543 1.920 0.599 0.2905 0.2010 -0.0138 -0.003
C -0.679 2.213 0.030 -0.4525 -0.3237 0.1664 -0.268
O 3.524 3.334 1.685 0.0529 0.1790 -0.0276 0.118
H -2.679 -1.823 3.666 -0.0909 -0.0870 0.1166 0.103
H -4.706 -1.849 2.300 -0.1391 -0.0925 0.1206 0.062
C -3.807 -1.363 1.961 -0.0652 -0.0618 0.0519 0.035
C 2.477 -0.771 -1.750 -0.0686 -0.3707 -0.2472 -0.242
C 2.916 2.478 1.091 -0.0378 -0.0633 -0.0810 -0.415
H -0.955 -4.506 -0.686 -0.0070 -0.0778 0.0314 0.107
C 2.641 -2.055 -0.897 -0.0133 -0.1635 0.1311 -0.409
H 0.618 1.069 1.257 0.1097 -0.1221 0.0464 0.125
H -1.317 -2.935 1.138 -0.0176 -0.0157 0.0859 0.105
C -1.430 -0.667 2.303 -0.0954 0.0979 0.4403 -0.209
H -1.337 0.246 2.900 0.1290 -0.2328 0.0952 0.119
N 3.307 1.154 1.156 0.3561 0.0676 0.7373 0.107
H -0.565 -1.305 2.517 -0.0398 0.1004 -0.0813 0.129
H -0.682 -3.697 -3.007 0.0034 -0.0664 -0.0756 0.102
H -1.016 0.326 -1.620 0.0478 -0.0098 -0.1742 0.101
C -1.012 -0.731 -1.411 0.0079 -0.1760 -0.1151 -0.039
H 1.695 -2.581 -0.776 0.0391 0.0133 -0.0586 0.042
O -3.047 1.059 -0.502 0.2617 -0.2389 -0.0229 -0.303
H -3.856 -0.883 0.998 -0.0078 0.0474 -0.2138 0.056
C -0.815 3.327 -0.787 0.2324 -0.0669 0.0392 -0.631
C 1.509 3.839 -0.472 0.0913 -0.2413 0.2334 0.012
C -1.195 -1.181 -0.104 0.2466 -0.3986 -0.7562 -0.245
C -2.711 -1.351 2.693 0.1873 0.0026 0.0861 -0.156
O -2.538 1.807 1.783 0.1565 -0.1269 0.2403 -0.250
C -0.845 -1.634 -2.446 -0.0577 0.0110 0.0376 -0.088
C 3.023 0.188 0.229 -0.0441 -1.0706 -0.6368 -0.671
H 3.385 -2.734 -1.307 -0.0741 -0.0046 -0.0409 0.067
H 1.481 -0.736 -2.196 0.2135 -0.1064 -0.0356 0.081
C -1.167 -2.554 0.141 0.0312 0.1305 0.2137 -0.020
H 2.363 4.475 -0.647 0.0734 0.0789 -0.0229 0.128
C 0.290 4.132 -1.052 -0.2283 -0.1617 0.0515 -0.067
C -0.973 -3.447 -0.898 0.0194 -0.0150 -0.0674 -0.087
S 3.201 -1.514 0.745 -0.0131 0.1666 0.0271 0.931
S -2.100 1.222 0.555 0.3031 0.3243 0.0237 0.660
C -0.818 -2.996 -2.198 0.0002 -0.0524 -0.0526 -0.097
H 3.214 -0.741 -2.559 -0.0922 -0.0654 0.0122 0.116
Cl -2.348 3.724 -1.434 -0.2068 0.4855 -0.3518 0.778
H -0.732 -1.266 -3.456 0.0273 0.0524 -0.0762 0.113


4.
56
Properties=species:S:1:pos:R:3:forces:R:3:lowdin_charge:R:1 method="wB97M-V/def2-TZVPD" e_lumo_ha=-0.135 multiplicity=1 total_energy_ha=-7621.43794 homo_energy_ev=-11.342 gap_ev=7.7 total_charge=+1
As 2.591 -0.511 1.201 -0.0863 -0.0319 -0.0186 1.107
C -0.013 -5.112 -0.139 -0.1842 -0.1565 0.0277 -0.242
H -2.038 -8.204 -0.988 -0.0051 0.0012 0.0076 0.119
H 3.863 -1.103 -0.871 -0.0034 -0.0178 0.0264 0.040
C -2.196 -0.521 0.797 0.4101 0.0347 0.2068 -0.134
C -3.228 -0.752 1.678 -0.3264 0.0654 -0.0544 -0.235
O 1.983 -3.350 -0.443 -0.0017 -0.1934 0.0246 -0.280
H 0.069 -8.429 0.248 0.0063 0.0005 -0.0055 0.118
H 1.212 3.777 -0.694 0.0229 0.0181 -0.1088 0.045
C -1.511 -3.521 -1.187 0.5350 -0.1938 0.2829 -0.800
C 1.053 2.758 -1.046 0.0028 0.1628 0.0007 -0.244
H 0.934 4.100 2.320 -0.0106 -0.0146 -0.0268 0.102
H 1.428 -6.416 0.805 0.0077 0.0086 0.0000 0.129
H -1.535 2.405 1.938 0.0197 -0.0041 0.0100 0.047
C 2.633 1.157 2.178 0.0863 0.0634 0.0093 -0.417
F -6.113 0.154 -0.277 -0.0564 0.0192 -0.0170 0.154
C -4.852 -0.053 0.065 0.0495 -0.0072 0.0124 -0.124
H 0.314 2.751 -1.844 -0.0183 -0.0261 0.0096 0.044
F -5.541 -0.755 2.193 -0.0188 -0.0188 0.0482 0.141
C 3.785 -1.697 2.134 0.1340 0.0622 0.0555 -0.259
As 0.392 1.745 0.461 -0.1858 -0.3161 0.2676 1.127
C -2.546 -0.059 -0.451 -0.2168 0.0570 -0.0377 -0.340
C 0.493 -6.333 0.270 -0.1279 -0.0182 -0.0413 -0.010
H 4.778 -1.248 2.151 0.0273 -0.0896 0.0476 0.042
C -4.553 -0.527 1.337 0.1049 0.0297 -0.0717 -0.136
H 4.269 2.799 4.645 -0.0046 0.0035 0.0010 0.116
C 3.584 -0.150 -0.425 0.1476 0.0275 0.0051 -0.244
H 3.436 -1.879 3.148 -0.0179 0.0121 -0.0005 0.047
H 1.991 2.351 -1.412 0.0116 0.0030 0.0089 0.019
C 3.565 1.404 3.181 -0.0214 0.0748 -0.0133 -0.088
C -1.175 2.751 0.972 0.0504 0.1713 -0.0313 -0.255
C -3.840 0.192 -0.854 0.0158 -0.0627 0.0975 -0.181
H 4.310 0.664 3.441 -0.0062 -0.0185 -0.0151 0.099
H 2.977 0.399 -1.141 -0.0085 0.0149 0.0264 0.010
C -1.949 -6.075 -1.151 0.0165 0.0151 -0.0094 -0.004
C 1.673 2.126 1.865 0.0749 0.1321 -0.0353 -0.414
C -1.202 -4.953 -0.836 -0.0569 0.1584 -0.1384 -0.217
H -0.937 3.812 1.013 -0.0804 0.0096 0.0123 0.037
C 2.600 3.578 3.548 -0.0259 -0.0099 -0.0258 -0.054
H 2.586 4.518 4.083 0.0003 0.0031 -0.0013 0.116
O 0.499 -2.996 1.449 -0.0077 0.2426 -0.4675 -0.406
C 3.544 2.613 3.864 0.0332 -0.0219 0.0274 -0.055
C -0.270 -7.446 -0.047 -0.0136 0.0071 -0.0165 -0.038
F -1.535 0.150 -1.357 0.0167 -0.0334 0.1172 -0.006
H 4.473 0.427 -0.175 0.0164 -0.0148 -0.0668 0.049
C -1.471 -7.314 -0.748 0.0245 -0.0058 0.0211 -0.025
F -4.132 0.619 -2.077 0.0050 0.0274 -0.0286 0.136
N -0.458 -2.697 -0.767 0.0913 0.2068 0.1950 -0.228
C 1.668 3.337 2.549 0.0472 -0.0122 0.0659 -0.088
H -1.948 2.578 0.225 -0.0029 0.0284 -0.0109 0.034
F -2.975 -1.213 2.914 0.0885 -0.0098 0.0284 0.088
H 3.817 -2.635 1.585 -0.0245 0.0036 -0.0190 0.033
H -2.874 -5.970 -1.702 -0.0009 -0.0084 0.0085 0.112
Sc -0.078 -1.047 0.684 -0.8040 -0.4279 -0.5719 0.901
S 0.644 -3.537 0.043 0.5424 -0.0570 0.3760 0.645
S -2.853 -3.032 -1.921 -0.2714 0.1062 -0.1940 0.865


Question: Look up the multiplicity of the fourth one.
Answer: 1